Entry from the Open Molecules 2025 dataset: the ion C3HO3 with charge -1 in a non-equilibrium geometry (wB97M-V/def2-TZVPD).

Properties
HOMO level: -3.2 eV
E_tot: -9268.3225 eV
Gap between HOMO and LUMO: 7.35 eV
SMILES string: O=CC1=C([O-])O1

```
! RIJCOSX wB97M-V def2-TZVPD def2/J DEFGRID3
* xyz -1 1
O -1.322 0.856 1.696
C -1.121 0.224 0.554
C 0.092 0.020 0.013
C 1.087 -0.430 -0.769
O 1.636 -0.898 -1.739
O 1.530 0.397 0.274
H -1.903 -0.168 -0.030
*
```

***

Entry from the Open Molecules 2025 dataset: a structure of composition C3HO3V in a non-equilibrium geometry (wB97M-V/def2-TZVPD).

Properties
HOMO level (spin up / spin down): -7.9 / -9.3 eV
E_tot: -34952.0759 eV
Gap between HOMO and LUMO (spin up / spin down): 7.16 / 8.96 eV

```
! RIJCOSX wB97M-V def2-TZVPD def2/J DEFGRID3
* xyz 0 5
O -0.544 0.800 -0.148
V 3.080 0.025 0.303
O 1.443 -0.131 -0.426
C 0.266 -0.364 -0.058
O -0.261 -1.395 0.309
C -2.895 0.084 0.108
H -3.835 -0.435 0.085
C -1.845 0.661 -0.102
*
```

***

Entry from the Open Molecules 2025 dataset: a structure of composition C3HO4 in a non-equilibrium geometry (wB97M-V/def2-TZVPD).

Properties
HOMO level (spin up / spin down): -4.0 / -4.0 eV
E_tot: -11314.9116 eV
Gap between HOMO and LUMO (spin up / spin down): 8.21 / 8.21 eV

```
! RIJCOSX wB97M-V def2-TZVPD def2/J DEFGRID3
* xyz -1 1
C -3.330 0.010 0.044
C 0.218 -0.288 -0.561
C -1.758 -0.042 -0.152
O -3.847 1.155 0.220
O -3.868 -1.106 -0.072
O -0.799 0.769 -0.616
O -0.862 -1.046 0.015
H 1.011 0.035 -0.027
*
```

***

Entry from the Open Molecules 2025 dataset: a structure of composition C3I5O2 in a non-equilibrium geometry (wB97M-V/def2-TZVPD).

Properties
HOMO level (spin up / spin down): -3.5 / -3.5 eV
E_tot: -47706.2998 eV
Gap between HOMO and LUMO (spin up / spin down): 3.58 / 3.58 eV

```
! RIJCOSX wB97M-V def2-TZVPD def2/J DEFGRID3
* xyz -1 1
C 0.215 -0.011 2.046
C -0.633 -1.192 1.401
C 0.239 1.124 -1.852
O -0.269 1.073 1.856
O 1.212 -0.478 2.566
I 0.409 -3.004 1.377
I -2.180 -1.046 0.107
I 2.247 1.828 -2.121
I 0.014 -0.813 -2.823
I -1.254 2.520 -2.556
*
```

***

Among the records above, which one has the lowest E_tot? C3I5O2

***

Repeat the second record exactly.
Entry from the Open Molecules 2025 dataset: a structure of composition C3HO3V in a non-equilibrium geometry (wB97M-V/def2-TZVPD).

Properties
HOMO level (spin up / spin down): -7.9 / -9.3 eV
E_tot: -34952.0759 eV
Gap between HOMO and LUMO (spin up / spin down): 7.16 / 8.96 eV

```
! RIJCOSX wB97M-V def2-TZVPD def2/J DEFGRID3
* xyz 0 5
O -0.544 0.800 -0.148
V 3.080 0.025 0.303
O 1.443 -0.131 -0.426
C 0.266 -0.364 -0.058
O -0.261 -1.395 0.309
C -2.895 0.084 0.108
H -3.835 -0.435 0.085
C -1.845 0.661 -0.102
*
```